Record 1
{"formula": "C3H7N3O", "method": "ωB97M-V/def2-TZVPD", "elements": ["H", "N", "C", "N", "C", "O", "N", "C", "H", "H", "H", "H", "H", "H"], "positions_angstrom": [[2.61, -1.58, 1.45], [2.15, -0.70, 1.22], [2.08, -0.55, -0.04], [1.33, 0.55, -0.57], [0.01, 0.04, -0.62], [-0.17, -1.11, -0.97], [-0.99, 0.87, -0.20], [-2.28, 0.27, 0.06], [2.43, -1.23, -0.81], [1.43, 1.38, 0.00], [-0.79, 1.80, 0.12], [-2.20, -0.76, -0.29], [-3.08, 0.79, -0.48], [-2.53, 0.24, 1.13]], "lowdin_charge": [0.054, 0.122, -0.279, 0.072, -0.577, 0.040, 0.022, -0.072, 0.123, 0.118, 0.133, 0.080, 0.080, 0.085], "total_energy_ha": -358.01828, "fmax_ev_per_a": 0.44, "spin_multiplicity": 1, "smiles": "[H]/N=C/NC(=O)NC", "lumo_energy_ev": 0.957, "homo_lumo_gap_ev": 10.8, "homo_energy_ev": -9.805, "charge": 0}

Record 2
{"formula": "C8H9ClO3", "method": "ωB97M-V/def2-TZVPD", "elements": ["O", "C", "C", "C", "C", "C", "O", "C", "O", "Cl", "C", "C", "H", "H", "H", "H", "H", "H", "H", "H", "H"], "positions_angstrom": [[3.96, 0.72, 0.00], [2.63, 0.22, -0.05], [2.09, -0.06, 1.18], [0.71, -0.34, 1.18], [-0.08, -0.41, 0.07], [-1.59, -0.79, 0.17], [-1.86, -1.74, -0.81], [-2.33, 0.64, -0.13], [-1.89, 1.60, 0.71], [-4.18, 0.32, 0.13], [0.55, -0.19, -1.13], [1.89, 0.21, -1.21], [4.19, 0.70, -0.90], [2.48, 0.22, 2.15], [0.33, -0.78, 2.18], [-1.96, -0.97, 1.21], [-2.83, -1.86, -0.93], [-2.32, 0.93, -1.18], [-2.10, 1.17, 1.55], [-0.03, 0.04, -1.97], [2.35, 0.37, -2.22]], "lowdin_charge": [0.040, -0.297, -0.005, -0.045, -0.205, -0.326, -0.018, -0.630, -0.016, 0.524, -0.025, -0.005, 0.059, 0.123, 0.145, 0.141, 0.097, 0.108, 0.090, 0.105, 0.139], "total_energy_ha": -996.11430, "fmax_ev_per_a": 3.69, "spin_multiplicity": 1, "smiles": "Oc1ccc([C@H](O)[C@H](O)Cl)cc1", "lumo_energy_ev": 0.706, "homo_lumo_gap_ev": 9.8, "homo_energy_ev": -9.056, "charge": 0}

Record 3
{"formula": "C4H6N2O", "method": "ωB97M-V/def2-TZVPD", "elements": ["H", "N", "C", "O", "N", "C", "C", "C", "H", "H", "H", "H", "H"], "positions_angstrom": [[0.43, 2.09, -2.45], [0.26, 1.50, -1.64], [0.43, 0.29, -1.95], [0.79, -0.16, -3.17], [0.25, -0.80, -1.04], [-0.28, -0.59, 0.05], [-0.85, -0.45, 1.22], [-0.10, -0.13, 2.48], [0.85, -1.13, -3.11], [-1.93, -0.55, 1.24], [-0.39, 0.86, 2.86], [0.98, -0.12, 2.31], [-0.33, -0.87, 3.26]], "lowdin_charge": [0.062, 0.157, -0.548, 0.072, 0.142, -0.097, -0.130, -0.098, 0.107, 0.111, 0.074, 0.077, 0.072], "total_energy_ha": -340.72334, "fmax_ev_per_a": 0.52, "spin_multiplicity": 1, "smiles": "[H]/N=C(\\O)N=C=CC", "lumo_energy_ev": 0.664, "homo_lumo_gap_ev": 9.9, "homo_energy_ev": -9.213, "charge": 0}

Record 4
{"formula": "C16H14N2O", "method": "ωB97M-V/def2-TZVPD", "elements": ["C", "C", "C", "C", "N", "N", "O", "C", "C", "C", "C", "C", "C", "C", "C", "C", "C", "C", "C", "H", "H", "H", "H", "H", "H", "H", "H", "H", "H", "H", "H", "H", "H"], "positions_angstrom": [[-4.59, 0.08, -2.84], [-3.48, 0.49, -3.53], [-2.41, 1.10, -2.88], [-2.46, 1.45, -1.51], [-1.27, 1.98, -0.92], [-1.11, 2.04, 0.44], [0.21, 2.12, 0.86], [0.79, 0.86, 0.95], [0.21, -0.36, 0.73], [0.88, -1.58, 0.98], [2.26, -1.62, 1.36], [2.90, -2.79, 1.51], [4.27, -2.69, 2.08], [4.82, -1.41, 2.35], [4.15, -0.25, 1.93], [2.86, -0.35, 1.49], [2.18, 0.80, 1.25], [-3.68, 1.14, -0.84], [-4.76, 0.48, -1.48], [-5.31, -0.48, -3.33], [-3.41, 0.30, -4.60], [-1.50, 1.29, -3.52], [-0.48, 1.92, -1.51], [-1.58, 2.87, 0.76], [-0.79, -0.35, 0.36], [0.38, -2.52, 0.58], [2.44, -3.67, 1.34], [4.73, -3.63, 2.48], [5.81, -1.44, 2.85], [4.53, 0.74, 2.25], [2.74, 1.70, 1.17], [-3.67, 1.55, 0.14], [-5.65, 0.27, -0.89]], "lowdin_charge": [-0.104, -0.119, -0.052, -0.222, 0.006, -0.072, -0.010, -0.226, -0.021, 0.011, -0.217, -0.008, -0.036, -0.081, -0.040, -0.227, 0.033, -0.041, -0.056, 0.072, 0.105, 0.121, 0.125, 0.135, 0.099, 0.133, 0.070, 0.100, 0.103, 0.125, 0.116, 0.082, 0.096], "total_energy_ha": -802.69578, "fmax_ev_per_a": 7.52, "spin_multiplicity": 1, "smiles": "c1ccc(NNOc2ccc3ccccc3c2)cc1", "lumo_energy_ev": 0.230, "homo_lumo_gap_ev": 7.8, "homo_energy_ev": -7.616, "charge": 0}

Record 5
{"formula": "C20H31N3O4S2", "method": "ωB97M-V/def2-TZVPD", "elements": ["O", "S", "O", "C", "C", "C", "C", "H", "H", "H", "H", "H", "H", "H", "H", "O", "S", "O", "C", "C", "C", "C", "H", "H", "H", "H", "H", "H", "H", "H", "C", "C", "C", "N", "C", "H", "H", "H", "H", "H", "C", "C", "C", "N", "C", "H", "H", "H", "H", "H", "C", "C", "C", "N", "C", "H", "H", "H", "H", "H"], "positions_angstrom": [[-17.07, -6.28, -0.15], [-18.09, -5.53, -0.84], [-17.79, -4.24, -1.39], [-18.84, -6.56, -2.10], [-20.04, -7.20, -1.44], [-20.68, -6.11, -0.59], [-19.56, -5.45, 0.21], [-18.10, -7.25, -2.52], [-19.13, -5.87, -2.89], [-20.73, -7.63, -2.17], [-19.72, -8.04, -0.80], [-21.44, -6.49, 0.10], [-21.16, -5.40, -1.27], [-19.28, -6.07, 1.06], [-19.77, -4.44, 0.55], [-24.39, -13.17, -6.83], [-23.87, -11.84, -6.89], [-22.52, -11.54, -6.46], [-24.09, -11.14, -8.53], [-24.77, -9.78, -8.33], [-24.76, -9.40, -6.83], [-24.93, -10.67, -6.04], [-24.72, -11.84, -9.07], [-23.10, -11.10, -8.99], [-24.25, -9.01, -8.90], [-25.79, -9.79, -8.71], [-25.52, -8.64, -6.66], [-23.80, -8.93, -6.60], [-25.94, -11.08, -6.01], [-24.60, -10.65, -5.01], [-20.89, -5.77, -4.88], [-21.76, -6.89, -4.95], [-22.90, -6.56, -4.26], [-22.76, -5.29, -3.80], [-21.53, -4.81, -4.14], [-19.89, -5.73, -5.29], [-21.56, -7.83, -5.44], [-23.76, -7.16, -4.01], [-23.40, -4.84, -3.15], [-21.22, -3.82, -3.88], [-25.26, -5.32, -1.53], [-25.63, -4.22, -2.36], [-24.93, -3.14, -1.93], [-24.14, -3.53, -0.87], [-24.36, -4.85, -0.61], [-25.70, -6.30, -1.57], [-26.34, -4.24, -3.17], [-24.93, -2.11, -2.26], [-23.60, -2.86, -0.36], [-23.90, -5.31, 0.25], [-20.96, -2.48, -1.07], [-21.22, -1.86, 0.20], [-20.26, -0.89, 0.37], [-19.46, -0.90, -0.72], [-19.88, -1.85, -1.62], [-21.51, -3.31, -1.47], [-22.01, -2.09, 0.90], [-20.04, -0.31, 1.24], [-18.62, -0.36, -0.83], [-19.33, -2.00, -2.52]], "lowdin_charge": [-0.324, 0.665, -0.331, -0.226, -0.208, -0.219, -0.208, 0.112, 0.076, 0.108, 0.122, 0.111, 0.079, 0.102, 0.089, -0.319, 0.656, -0.319, -0.216, -0.203, -0.230, -0.240, 0.099, 0.103, 0.112, 0.111, 0.116, 0.103, 0.111, 0.108, -0.118, -0.112, -0.139, 0.038, -0.147, 0.096, 0.090, 0.103, 0.091, 0.105, -0.118, -0.119, -0.135, 0.021, -0.137, 0.095, 0.097, 0.114, 0.110, 0.108, -0.137, -0.116, -0.141, 0.024, -0.129, 0.057, 0.084, 0.110, 0.153, 0.114], "total_energy_ha": -2042.24636, "fmax_ev_per_a": 1.08, "spin_multiplicity": 1, "smiles": "O=S1(=O)CCCC1.O=S1(=O)CCCC1.c1cc[nH]c1.c1cc[nH]c1.c1cc[nH]c1", "lumo_energy_ev": 0.554, "homo_lumo_gap_ev": 9.0, "homo_energy_ev": -8.459, "charge": 0}

Record 6
{"formula": "C4H6N2O", "method": "ωB97M-V/def2-TZVPD", "elements": ["C", "C", "C", "N", "C", "N", "O", "H", "H", "H", "H", "H", "H"], "positions_angstrom": [[1.18, 0.46, 2.04], [1.30, 0.69, 0.73], [1.28, -0.21, -0.44], [0.36, -0.80, -1.10], [-0.99, -0.58, -0.69], [-1.88, -1.17, -1.53], [-1.33, 0.05, 0.30], [1.10, -0.51, 2.49], [1.34, 1.33, 2.68], [2.06, 1.47, 0.72], [2.29, -0.34, -0.83], [-2.86, -0.98, -1.38], [-1.58, -1.58, -2.40]], "lowdin_charge": [0.027, -0.162, -0.134, 0.110, -0.600, 0.158, 0.049, 0.070, 0.066, 0.100, 0.112, 0.107, 0.095], "total_energy_ha": -340.72026, "fmax_ev_per_a": 1.79, "spin_multiplicity": 1, "smiles": "C=C/C=N\\C(N)=O", "lumo_energy_ev": 0.319, "homo_lumo_gap_ev": 9.4, "homo_energy_ev": -9.122, "charge": 0}